[1]
The following is a DFT calculation (wB97M-V/def2-TZVPD) of an isolated molecule of C3H2N4S.

CARTESIAN COORDINATES (ANGSTROEM)
N1 0.25811 0.45410 1.40421
C1 -0.57610 0.18825 -1.35970
H1 2.30149 0.45704 1.19632
N2 0.64466 -0.61320 -1.40628
N3 1.48461 -0.54626 -0.50524
C2 -1.01358 -0.01779 0.91250
N4 -1.40884 0.37350 -0.38017
S1 -1.99333 -0.98240 1.73262
H2 -1.01326 0.44108 -2.32216
C3 1.31625 0.24569 0.72789

Results
**E_tot**: -19935.26256 eV
**SMILES string**: S=c1ncnncn1
**Frontier orbital gap**: 7.8 eV
**HOMO level**: -0.3422 hartree

***

[2]
The following is a DFT calculation (wB97M-V/def2-TZVPD) of a cluster of 3 separate species, C16H18BrO13PS in total.

CARTESIAN COORDINATES (ANGSTROEM)
O1 -4.08185 5.48849 3.07952
H1 2.78952 -3.51992 -0.03908
O2 0.83857 2.49509 -1.36539
H2 -1.12358 1.21752 -2.75436
C1 4.75020 -4.23864 0.36178
H3 -2.76658 4.60482 0.97697
H4 -1.73805 -1.25487 -4.41406
C2 -4.27795 1.97441 3.55510
O3 1.36296 0.06033 -1.06051
H5 -0.88628 -3.12324 -2.35021
C3 -3.16453 3.85577 1.64635
C4 6.04553 -4.03777 1.09675
C5 5.16104 -2.00619 2.06182
H6 -3.65458 1.00344 -4.24143
C6 3.85893 -2.22189 1.34627
O4 -5.05627 3.77988 4.82822
H7 -2.37664 1.08161 0.45823
H8 -4.66562 1.22813 4.23374
C7 -0.81751 -2.08754 -2.03290
H9 -1.82057 -1.74578 -1.81178
H10 -2.50428 2.31508 -4.20532
C8 6.18355 -2.86181 1.94267
C9 3.72647 -3.38412 0.48364
O5 4.70149 -5.31697 -0.40637
C10 -3.57168 1.50950 2.36853
C11 -3.88657 4.31498 2.81703
Br1 1.30386 1.84865 1.53731
O6 -2.35790 2.06423 0.38441
H11 4.34589 -0.47877 2.72286
H12 1.24691 2.77171 -2.20505
O7 -3.41433 0.33537 2.10137
H13 -2.24060 0.96856 -5.31366
C12 -4.42585 3.28663 3.76939
S1 0.29495 -0.75544 -0.05198
H14 -0.39157 -0.18269 -4.61840
O8 -0.02831 -2.14668 -0.84167
C13 -1.04406 -0.61341 -3.87169
H15 -2.49725 0.16867 -2.51295
H16 -5.01930 4.75216 4.73070
O9 -0.93132 -0.02247 -0.05580
O10 6.92067 -4.86791 0.94693
P1 1.92186 1.56581 -0.60343
C14 -2.61107 1.25230 -4.33992
O11 -0.17892 -1.35316 -3.01556
C15 -1.79303 0.53364 -3.24134
C16 -3.00827 2.53982 1.42601
O12 2.97196 -1.40726 1.51968
O13 5.21665 -0.91483 2.81243
H17 7.12426 -2.71793 2.45443
H18 5.56908 -5.75729 -0.30925

Results
**E_tot**: -133667.33311 eV
**Frontier orbital gap**: 7.8 eV
**HOMO level**: -0.3410 hartree

***

[3]
The following is a DFT calculation (wB97M-V/def2-TZVPD) of a structure of composition C32H28BrF2N5O2RhS.

CARTESIAN COORDINATES (ANGSTROEM)
C1 4.30764 -2.74837 -0.21919
C2 3.24646 2.23725 3.65461
C3 2.24431 -2.09583 0.80878
H1 -0.52255 4.77339 -2.01378
H2 -1.49695 5.24458 1.89534
N1 3.78517 3.44651 3.65106
H3 -1.46384 -5.36531 -1.26022
H4 -0.87872 -4.58701 3.26095
C4 0.59334 -2.32659 -2.74878
C5 -0.78798 -1.21040 2.85434
C6 4.38412 -1.50186 -0.82163
H5 1.00735 -1.39659 -3.13034
C7 -2.66920 2.98433 -3.90427
H6 -3.17861 4.52623 0.17739
C8 3.23187 -3.05335 0.59869
N2 2.35432 -0.88041 0.24294
H7 -3.27300 0.15075 -1.88580
C9 0.43102 2.60770 -0.98059
C10 -0.80183 3.24355 2.16891
H8 -3.36224 2.09925 -0.35247
C11 -2.04879 4.10123 -3.36138
C12 -1.50721 -3.27726 -1.75936
H9 5.19863 -1.23993 -1.48121
H10 0.59826 -3.04529 -3.57146
C13 -0.80920 -2.15832 -2.22076
H11 3.16481 -4.01849 1.07320
C14 -2.77947 -0.80953 -1.83905
N3 -0.67152 0.22830 -2.52222
H12 -3.50252 3.10589 -4.58504
Rh1 1.07263 0.72439 1.24311
C15 -1.60929 4.21140 1.60404
H13 -4.50348 -1.84159 -1.10203
H14 -2.38350 5.09624 -3.62180
C16 0.32632 -1.12269 2.03852
H15 -1.82020 0.50654 0.75438
C17 -1.19460 -2.45947 3.29230
Br1 0.37190 3.76734 3.55231
C18 -1.77597 1.56855 0.97180
C19 3.38470 -0.58912 -0.54965
C20 -2.63603 2.45373 0.36269
H16 2.40311 0.79192 4.77461
N4 -0.83144 1.95126 1.86241
C21 -0.54525 2.65088 -2.12907
H17 0.25018 0.20915 -2.11274
O1 0.63376 3.59294 -0.29558
H18 3.38824 0.40563 -0.97954
C22 1.04455 -2.26801 1.65864
C23 -1.14016 1.51734 -2.73394
H19 4.04582 3.86004 2.77075
S1 3.20116 1.33436 2.18732
H20 -2.67954 0.85241 -4.06765
O2 0.95413 1.42970 -0.68816
C24 -3.46669 -1.92816 -1.40275
H21 -0.64491 -4.96595 -2.77176
C25 -1.00466 3.92452 -2.47893
C26 0.56486 -3.49402 2.10974
F1 -2.26136 -2.54936 4.09384
C27 -0.83892 -4.62236 -1.75273
H22 2.81660 2.21972 5.65548
H23 3.86421 4.00503 4.48634
C28 -2.82658 -3.15452 -1.33893
N5 2.85136 1.69291 4.79663
H24 5.08339 -3.48441 -0.38378
C29 -0.54260 -3.61635 2.92567
H25 0.12146 -4.59188 -1.23838
H26 -3.35774 -4.02771 -0.98040
F2 1.17245 -4.63656 1.74431
C30 -2.53785 3.80478 0.66612
C31 -2.21958 1.71572 -3.60442
H27 1.27114 -2.72065 -1.98809
C32 -1.44049 -0.90815 -2.21971
H28 -1.35480 -0.33997 3.16035

Results
**E_tot**: -134498.77708 eV
**Expectation value of S²**: 6.01
**Spin multiplicity**: 5
**Frontier orbital gap (spin up / spin down)**: 7.0 / 4.4 eV
**Charge**: +1
**HOMO level (spin up / spin down)**: -0.3530 / -0.3526 hartree

***

[4]
The following is a DFT calculation (wB97M-V/def2-TZVPD) of a structure of composition C20H24N4O7S.

CARTESIAN COORDINATES (ANGSTROEM)
C1 -1.29196 -2.33195 -0.66387
N1 1.71604 1.38528 -0.92735
C2 2.66174 -0.44000 -0.33088
H1 -9.34357 -0.00227 1.03265
O1 -4.75700 0.46965 1.96238
H2 -8.18342 -1.05751 -0.25704
O2 -2.22094 -1.27653 -0.50400
C3 0.12004 -1.63488 -0.49560
C4 -4.69554 1.63293 -1.23885
C5 1.51358 0.14702 -0.46754
C6 -3.61733 -1.80603 -0.43752
H3 5.35388 2.12060 1.99904
H4 8.72974 0.14701 1.29605
H5 -3.97173 -2.13676 0.31222
O3 2.78867 2.01349 -1.63825
O4 -1.58407 -3.41635 -0.45758
C7 5.14913 1.18939 1.57570
C8 4.26528 1.02215 0.56052
H6 -6.05183 2.93814 -0.23892
H7 -5.48731 1.52391 -2.09396
C9 7.65121 0.18781 1.88061
C10 -8.20654 -0.24511 0.67182
H8 -3.11637 0.55395 -0.52997
C11 -5.38342 2.22899 -0.01560
H9 7.08570 1.86750 0.68186
C12 0.29232 -0.37646 -0.76044
C13 1.24585 -2.73907 -0.54571
H10 3.39898 -2.82013 -0.18410
H11 -3.64057 -2.53614 -1.53894
N2 3.97842 -0.18670 -0.07139
C14 -5.90575 0.18614 1.39582
O5 -8.15320 1.88444 -0.80280
H12 5.39042 -1.63496 0.85438
H13 5.09702 0.39839 2.22012
C15 2.38078 -1.94047 -0.44880
C16 6.29231 -0.15652 -0.34011
H14 7.29834 -0.81896 2.09612
H15 4.36971 2.01124 -0.35630
C17 6.63816 0.65234 0.67290
C18 -4.41538 -0.72245 -1.05994
H16 -0.55329 0.36094 -0.67709
O6 0.68774 2.21935 -0.68125
N3 -6.34105 1.04789 0.45224
N4 -3.91592 0.64564 -1.08151
C19 5.07813 -0.93656 -0.26173
H17 1.22056 -3.68825 -0.41214
O7 -5.63849 -1.16560 -1.36593
H18 5.08610 -1.71856 -0.92070
H19 3.39836 1.52614 0.93288
H20 7.12721 -0.82254 -0.42655
H21 -4.10911 2.41987 -1.84470
C20 -7.57334 1.04082 -0.08527
H22 -4.77684 2.35969 0.77264
S1 -7.10788 -0.93739 1.52180
H23 7.88422 0.80654 2.67032
H24 6.14222 0.56091 -1.39974

Results
**E_tot**: -52236.06225 eV
**Frontier orbital gap**: 7.0 eV
**HOMO level**: -0.3123 hartree

***

[5]
The following is a DFT calculation (wB97M-V/def2-TZVPD) of a structure of composition C13H44FeN3O8.

CARTESIAN COORDINATES (ANGSTROEM)
H1 0.45406 -2.56424 -0.95843
H2 3.70290 0.71880 0.89763
H3 -0.24143 -3.64213 -3.72348
H4 0.71267 -1.61341 3.63944
H5 0.95925 4.92645 -1.31336
Fe1 2.22623 3.21528 -2.72221
N1 2.75090 2.76678 4.78035
H6 -2.01871 -3.67143 -1.47726
O1 1.76087 -3.60941 -2.08815
H7 -1.85384 -0.64921 1.98788
O2 1.80054 1.68662 -1.46075
H8 3.66590 -4.13778 -1.22078
C1 -5.50284 -1.46701 -2.75969
O3 -1.71909 -0.59663 1.04167
C2 2.73262 -3.62240 -0.99388
H9 2.95880 4.45912 -0.48503
C3 -1.13692 -1.82794 -3.04901
H10 2.26709 3.07761 3.95004
H11 2.99803 -2.62742 -0.63658
H12 0.64839 -0.98313 2.00107
O4 4.13380 1.12005 1.65231
H13 -2.43706 0.49030 -3.07950
H14 2.45454 0.11422 6.17165
H15 -5.57439 -2.10752 -1.88064
H16 -1.81578 0.99740 -1.47709
C4 3.33422 0.71376 5.93753
H17 2.29923 -4.02185 -0.07698
C5 -4.77607 0.40295 -1.51859
C6 -2.43263 1.28142 -2.32969
H18 -4.62091 2.75264 -0.42581
H19 1.63717 1.36913 2.96439
H20 0.35130 -4.24820 -1.02969
O5 0.66948 4.35933 -2.02795
C7 3.01898 1.37351 4.62567
H21 -5.32344 -2.13592 -3.60139
O6 3.37701 4.10826 -1.27131
H22 1.95258 -2.22539 2.43266
C8 -0.62151 -3.24901 -2.78057
H23 -5.80922 0.70306 -1.34355
H24 0.95557 0.57852 4.40635
H25 -0.48473 -1.07293 -3.48800
H26 -2.56704 -3.80220 -2.86313
C9 0.52633 -3.38508 -1.67195
H27 -3.46193 1.92977 0.11247
H28 0.67720 0.01994 -0.91188
H29 4.15763 0.00051 5.90043
H30 3.62287 1.37101 6.75778
C10 1.86306 0.73825 3.82408
H31 -1.38690 0.28909 0.89542
O7 2.43390 -0.53786 3.24374
H32 3.99531 1.36485 4.14111
H33 2.00862 0.42343 0.28996
C11 1.65622 0.46747 -0.74057
H34 2.15909 2.94362 5.57947
N2 -1.73087 -4.06550 -2.36154
H35 -4.34314 2.10826 -2.55701
H36 -1.70391 -1.45577 -2.19572
H37 2.36375 -0.29449 -1.06757
H38 -2.00239 2.15517 -2.81913
H39 -4.37013 -0.15360 -0.67385
H40 -1.88505 -1.92617 -3.83562
C12 1.31418 -1.40286 2.75515
H41 -0.25299 4.58246 -2.15243
H42 -6.53044 -1.15292 -2.94272
O8 -4.67804 -0.30195 -2.74357
H43 4.30499 4.31634 -1.16274
C13 -3.82449 1.56952 -1.76401
N3 -3.68466 2.48940 -0.69828
H44 3.88513 0.56684 2.39282

Results
**E_tot**: -69408.69589 eV
**Expectation value of S²**: 8.76
**Spin multiplicity**: 6
**Frontier orbital gap (spin up / spin down)**: 5.7 / 1.7 eV
**Charge**: +2
**HOMO level (spin up / spin down)**: -0.4664 / -0.4664 hartree

***

[6]
The following is a DFT calculation (wB97M-V/def2-TZVPD) of a structure of composition C14H12AuN3O2.

CARTESIAN COORDINATES (ANGSTROEM)
C1 2.50083 -1.36723 -1.79700
H1 1.75258 -1.33305 2.93140
H2 -3.30820 3.81254 -1.31373
C2 -0.72230 -1.54392 4.10382
O1 -0.98764 -1.65340 5.27949
H3 -1.59582 2.45890 -2.51552
N1 1.36596 -0.71586 -1.42276
N2 -0.16550 0.47388 -1.26907
H4 -0.45815 -3.27430 2.91193
H5 -3.81167 3.34996 1.06213
C3 0.79085 0.31016 -2.21442
H6 3.95249 -1.49866 -3.32918
C4 0.18502 -2.57683 3.44967
H7 2.93901 0.25585 -4.75476
H8 0.72624 -3.11584 4.21840
C5 -2.40459 1.73791 1.22007
C6 2.47625 0.00731 -3.80750
C7 -3.07136 2.75641 0.54056
C8 -1.15353 1.28601 -0.77262
H9 1.56854 -2.57892 1.88473
C9 -2.78147 3.02170 -0.79274
H10 0.88988 1.46716 -4.03224
H11 2.89473 -2.13792 -1.15363
H12 -2.63942 1.52702 2.25882
C10 3.05231 -0.99775 -2.99871
C11 1.32426 0.68667 -3.42325
Au1 -0.31159 -0.51375 1.39012
N3 1.06904 -1.91231 2.45781
C12 -1.42854 1.00785 0.57253
C13 0.33711 -0.59862 -0.50397
O2 -1.16595 -0.61621 3.28976
C14 -1.81936 2.27525 -1.47015

Results
**E_tot**: -26966.63045 eV
**Frontier orbital gap (spin up / spin down)**: 6.1 / 6.1 eV
**HOMO level (spin up / spin down)**: -0.2442 / -0.2442 hartree

***

[7]
The following is a DFT calculation (wB97M-V/def2-TZVPD) of a cluster of 3 separate species, C3H11NO3S in total.

CARTESIAN COORDINATES (ANGSTROEM)
O1 -3.11981 0.20373 -2.26982
O2 -1.59913 -2.02272 -1.91169
C1 -0.11586 0.15287 0.06897
H1 3.05649 0.60751 1.35601
H2 -1.41157 -1.65858 -2.78713
H3 -2.62314 -0.64545 -2.06287
H4 -0.34298 1.22145 0.08437
H5 0.58819 0.50303 2.83849
C2 2.13924 1.03143 0.93810
O3 0.09506 -0.26466 -1.27093
H6 -2.46433 0.90178 -2.26170
H7 -0.11385 -0.90263 2.36097
H8 2.33539 1.27851 -0.10899
S1 1.69715 2.53305 1.91205
H9 -1.03600 -0.29025 0.48246
C3 1.10361 -0.10224 0.93504
N1 0.76903 -0.40537 2.39046
H10 1.60382 -1.04529 0.74286
H11 -0.56131 -1.09619 -1.43663

Results
**E_tot**: -21756.37640 eV
**Frontier orbital gap**: 5.9 eV
**Charge**: -2
**HOMO level**: 0.0025 hartree

***

[8]
The following is a DFT calculation (wB97M-V/def2-TZVPD) of a structure of composition C23H19F5N5O4RuSSe.

CARTESIAN COORDINATES (ANGSTROEM)
C1 1.82792 -3.42367 -0.12594
N1 0.78852 2.16762 -1.59461
C2 1.08893 1.08145 -2.27662
F1 0.87399 1.75820 3.68797
C3 2.28015 2.35194 -3.91188
H1 3.19129 -4.93131 -0.86219
C4 3.76744 -2.78853 1.67570
H2 4.96850 -4.29772 0.73180
C5 3.02169 -4.12547 -0.15987
O1 -0.32550 -2.95575 -0.93259
H3 -5.04455 1.23943 -1.81172
C6 0.85303 4.55175 -1.22336
C7 -0.93814 1.34256 5.08872
Se1 -0.43034 1.29624 0.92477
H4 2.31600 4.44775 -3.54493
C8 -4.28234 -1.69127 -0.34136
F2 -3.31240 0.58775 1.84279
N2 1.83463 1.17150 -3.41559
H5 3.93877 1.67706 -5.06814
N3 -4.21733 -0.49167 -1.00234
C9 -2.27577 1.00950 5.26596
C10 -1.17622 1.12624 2.68901
H6 -5.20418 -2.23345 -0.22597
H7 -2.65174 -2.84051 0.59067
H8 3.38507 3.31112 -5.45565
S1 0.55802 -0.50986 -1.89471
C11 -2.51128 0.82084 2.89446
F3 -2.78768 0.94981 6.47956
F4 -4.35068 0.44270 4.30778
C12 -3.01971 -1.97641 0.06561
H9 2.04322 0.31578 -3.91633
F5 -0.17107 1.59839 6.14024
H10 0.16715 5.17927 -1.79713
H11 2.44507 1.91175 -5.98714
C13 3.05875 2.31291 -5.17843
H12 1.73595 5.15607 -1.01202
Ru1 -0.24248 -0.93518 0.24379
C14 2.53822 -2.14810 1.63340
C15 -0.41155 1.40283 3.81312
C16 2.05231 -1.18191 2.67123
C17 -3.06942 0.74963 4.15866
H13 4.48832 -2.52728 2.43719
H14 0.37547 4.25487 -0.29428
H15 -6.17284 0.22669 -0.90005
C18 -2.94922 -0.07753 -0.98450
H16 -2.60645 0.85112 -1.40755
C19 4.02107 -3.77660 0.73911
C20 1.22124 3.35540 -2.02579
O2 2.96851 -0.80616 3.53789
O3 0.53823 -4.82883 -1.65692
H17 1.30759 -5.40660 -1.55750
C21 -5.34362 0.21626 -1.60229
H18 -5.64363 -0.27440 -2.52528
N4 -2.19221 -0.95616 -0.34796
C22 1.97701 3.48187 -3.20140
O4 0.89466 -0.83810 2.67774
C23 0.61143 -3.72688 -0.94747
H19 2.57826 -0.18235 4.17574
N5 1.61394 -2.41463 0.71658

Results
**E_tot**: -132137.87622 eV
**Expectation value of S²**: 0.76
**Spin multiplicity**: 2
**Frontier orbital gap (spin up / spin down)**: 7.2 / 7.1 eV
**Charge**: +2
**HOMO level (spin up / spin down)**: -0.5000 / -0.5043 hartree